Entry from OMol25: FH2O2P in the gas phase at a distorted geometry (ωB97M-V with the def2-TZVPD basis set).

Properties
F_max (eV/Å): 2.6
Highest occupied orbital energy (spin up / spin down) (eV): -5.61 / -12.72
E_tot (eV): -16130.2778
LUMO level (spin up / spin down) (hartree): 0.0274 / -0.1377
2S+1: 3
Energy above the lowest of the compared OMol25 structures with the same formula, charge and spin (kJ/mol): 55.6
Net charge: 0
HOMO-LUMO gap (spin up / spin down) (eV): 6.4 / 9.0

Geometry (Å):
O  -0.246  -1.298  -0.330
O  0.708  1.016  -0.197
F  -1.848  0.585  -0.174
P  -0.322  0.093  0.598
H  -1.113  -1.569  -0.549
H  0.513  0.983  -1.213